# 1
{"formula": "C23H46BBrCa2ClF3IMgN4O14PSi", "method": "wB97M-V/def2-TZVPD", "gap_ev": 1.15, "species": ["C", "C", "O", "C", "C", "O", "N", "C", "I", "C", "Si", "C", "C", "C", "N", "C", "P", "C", "C", "C", "C", "C", "O", "C", "O", "H", "H", "H", "H", "H", "H", "H", "H", "H", "H", "H", "H", "H", "H", "H", "H", "H", "H", "H", "H", "H", "H", "H", "H", "H", "H", "H", "H", "H", "H", "H", "H", "H", "H", "H", "N", "O", "O", "O", "Ca", "Cl", "C", "O", "N", "C", "C", "H", "H", "H", "H", "H", "H", "H", "O", "C", "C", "O", "H", "H", "H", "H", "Mg", "B", "O", "C", "O", "C", "O", "O", "F", "F", "Ca", "F", "Br"], "positions_angstrom": [[-1.511, 3.414, 3.753], [-3.038, 3.433, 4.056], [-3.493, 2.377, 4.884], [-3.221, 1.087, 4.357], [-3.848, 0.846, 2.941], [-2.746, 0.812, 2.007], [-3.049, -0.004, 0.896], [-2.598, 0.804, -0.288], [-2.915, 2.932, 0.115], [-1.092, 0.520, -0.704], [-0.361, 1.766, -1.993], [0.493, 3.201, -1.005], [1.040, 0.860, -2.971], [-1.576, 2.397, -3.299], [-1.122, -0.886, -1.231], [-1.682, -1.882, -0.232], [-2.889, -3.096, -1.020], [-4.536, -2.296, -1.320], [-2.168, -3.865, -2.550], [-2.233, -1.232, 1.095], [-2.948, -2.313, 2.025], [-1.843, -3.467, 2.392], [-2.151, -3.880, 3.733], [-1.000, -3.843, 4.551], [-0.219, -4.688, 4.445], [-0.941, 3.630, 4.681], [-1.161, 2.486, 3.221], [-1.309, 4.283, 3.074], [-3.584, 3.542, 3.096], [-3.232, 4.371, 4.621], [-3.640, 0.364, 5.091], [-2.132, 0.843, 4.308], [-4.495, -0.051, 2.904], [-4.500, 1.700, 2.640], [-3.207, 0.596, -1.191], [-0.407, 0.573, 0.180], [1.615, 3.105, -1.093], [0.275, 3.130, 0.130], [0.184, 4.205, -1.347], [2.029, 1.028, -2.396], [1.157, 1.414, -3.914], [0.777, -0.230, -3.121], [-2.613, 2.574, -2.949], [-1.153, 3.340, -3.710], [-1.643, 1.640, -4.112], [-0.192, -1.201, -1.531], [-1.759, -0.832, -2.050], [-0.814, -2.513, 0.076], [-5.291, -2.888, -0.747], [-4.773, -2.446, -2.407], [-4.599, -1.241, -0.986], [-2.696, -3.600, -3.488], [-1.090, -3.601, -2.604], [-2.199, -4.976, -2.485], [-1.333, -0.921, 1.688], [-3.234, -1.880, 3.004], [-3.916, -2.719, 1.572], [-0.874, -2.931, 2.454], [-1.830, -4.340, 1.660], [-0.783, -3.042, 5.296], [2.080, -3.342, 5.199], [1.475, -3.178, 6.237], [2.958, -4.271, 5.072], [1.849, -2.619, 4.213], [0.808, 2.480, 1.902], [2.506, 2.843, -2.860], [5.173, 0.987, 1.035], [4.333, 1.552, 0.345], [5.622, -0.265, 0.821], [6.599, -0.901, 1.693], [5.107, -0.997, -0.318], [5.619, 1.465, 1.918], [7.484, -1.161, 1.110], [6.166, -1.808, 2.120], [6.890, -0.232, 2.500], [5.335, -0.457, -1.239], [4.015, -1.057, -0.230], [5.542, -1.992, -0.359], [6.012, 3.205, -3.219], [6.483, 2.608, -2.103], [8.037, 2.919, -1.796], [8.413, 2.287, -0.711], [6.426, 1.509, -2.099], [5.966, 2.878, -1.171], [8.092, 4.026, -1.780], [8.568, 2.668, -2.737], [2.443, -0.616, 0.925], [-3.951, 0.447, -6.892], [-2.619, 0.197, -6.263], [-2.822, -0.442, -5.148], [-1.950, -0.803, -4.375], [-4.294, -0.662, -4.959], [-4.776, -1.228, -4.009], [-4.951, -0.150, -5.960], [-4.021, -0.176, -8.137], [-4.172, 1.820, -7.019], [-3.623, -4.941, 1.335], [3.733, -3.683, 6.744], [7.516, 4.679, -3.984]], "forces_ev_per_a": [[0.38, 0.96, -0.19], [0.37, 0.69, 0.04], [0.53, -0.08, -0.74], [-0.52, -0.79, -0.09], [-0.23, 0.93, 0.52], [-0.30, -1.16, 1.03], [0.18, 0.27, -0.90], [1.19, -0.28, -0.36], [-0.04, -0.68, -0.39], [-1.09, 1.10, 0.71], [2.13, 0.59, -2.07], [0.01, -0.67, 1.55], [-1.12, -1.98, 1.79], [-0.52, -0.29, 0.24], [-0.58, 0.48, 0.70], [-0.31, -0.73, -0.22], [-0.52, -1.08, 1.03], [-0.17, -0.58, -0.41], [0.38, -0.04, -0.24], [0.40, -0.45, 0.24], [1.10, -0.49, -0.55], [-0.89, 2.24, 0.85], [-0.49, 0.63, -0.67], [-0.15, 0.73, 0.87], [1.66, -2.22, -0.54], [-0.16, -0.59, -0.50], [-0.63, 0.35, 0.69], [-0.21, -0.55, 0.37], [0.12, -0.43, 0.49], [0.10, -0.66, -0.30], [0.11, 0.59, -0.46], [-0.60, 0.37, -0.02], [0.72, 0.25, -0.13], [0.32, -0.55, 0.38], [0.00, 0.07, 0.65], [-0.51, -0.45, -0.50], [-0.74, 0.05, -0.26], [-0.88, 0.69, -1.24], [0.17, -0.45, 0.35], [-1.69, -1.08, -0.86], [-0.24, -0.86, 0.29], [0.08, 0.57, -0.24], [0.54, 0.14, -0.22], [-0.27, -0.58, 0.21], [0.27, 0.57, 0.45], [-0.17, 0.39, -0.38], [0.60, -0.34, -0.41], [-0.58, 0.42, -0.19], [0.58, 0.45, -0.20], [0.20, 0.68, 1.04], [0.05, -0.60, -0.50], [0.41, 0.33, 0.61], [-0.65, -0.02, -0.26], [-0.13, 0.77, 0.33], [-0.49, -0.14, -0.47], [0.26, -0.16, -0.71], [0.83, 0.81, 0.37], [-0.27, -0.70, -0.74], [1.75, 1.21, 0.98], [-1.08, 0.16, -0.50], [-0.80, 0.34, 0.33], [-0.43, -0.22, -0.20], [-0.14, 0.68, 0.50], [0.25, 0.01, -0.92], [0.72, -0.55, -0.11], [2.32, 3.24, -0.46], [0.67, -0.03, 0.24], [-0.97, -0.45, 0.19], [-0.33, 0.14, 0.32], [0.07, -0.23, -0.21], [0.77, 0.55, 0.01], [0.13, 0.00, -0.11], [0.04, 0.06, 0.11], [0.09, 0.01, 0.07], [-0.04, 0.06, -0.10], [-0.23, -0.04, -0.06], [0.02, -0.39, -0.61], [-0.16, -0.01, 0.11], [1.46, 0.47, 0.32], [-1.06, 0.02, 0.13], [1.01, -0.77, 1.03], [0.05, 0.13, -0.11], [0.31, -0.03, -0.82], [-0.04, 0.68, -0.24], [-0.61, 0.06, 0.46], [-0.23, -0.53, -0.09], [-0.28, 0.91, 0.48], [-0.55, 1.17, -2.24], [-0.10, -0.46, 0.86], [1.65, 0.35, -0.57], [-0.22, -0.08, 0.63], [-1.48, 0.01, -0.27], [-0.02, -0.23, 0.45], [0.55, -0.28, 0.60], [0.10, 0.08, 0.73], [0.16, -0.62, 0.35], [-1.70, -1.27, -0.47], [0.87, -0.43, -0.08], [-1.02, -0.16, -0.55]]}

=====

# 2
{"formula": "C23H46Br8O15", "method": "wB97M-V/def2-TZVPD", "gap_ev": 10.36, "smiles": "COC(=O)OC.COC(=O)OC.COC(=O)OC.COC(=O)OC.COC(=O)OC.BrCCBr.BrCCBr.BrCCBr.BrCCBr", "species": ["C", "O", "C", "O", "O", "C", "H", "H", "H", "H", "H", "H", "C", "O", "C", "O", "O", "C", "H", "H", "H", "H", "H", "H", "C", "O", "C", "O", "O", "C", "H", "H", "H", "H", "H", "H", "C", "O", "C", "O", "O", "C", "H", "H", "H", "H", "H", "H", "C", "O", "C", "O", "O", "C", "H", "H", "H", "H", "H", "H", "Br", "C", "C", "Br", "H", "H", "H", "H", "Br", "C", "C", "Br", "H", "H", "H", "H", "Br", "C", "C", "Br", "H", "H", "H", "H", "Br", "C", "C", "Br", "H", "H", "H", "H"], "positions_angstrom": [[13.189, 8.970, 14.010], [12.969, 8.933, 12.597], [14.095, 9.141, 11.900], [15.258, 8.985, 12.230], [13.655, 9.427, 10.647], [14.607, 9.708, 9.683], [12.312, 8.796, 14.546], [13.570, 9.981, 14.251], [13.901, 8.184, 14.263], [15.017, 8.793, 9.212], [15.335, 10.344, 10.129], [14.048, 10.218, 8.887], [14.359, 13.462, 16.768], [14.735, 12.469, 17.704], [15.316, 11.356, 17.188], [15.552, 11.245, 16.007], [15.430, 10.428, 18.142], [16.454, 9.419, 17.934], [15.027, 14.305, 16.706], [13.398, 13.855, 16.950], [14.482, 13.096, 15.791], [16.251, 8.611, 18.619], [17.427, 9.944, 18.217], [16.507, 8.972, 16.948], [17.505, 14.459, 8.316], [18.214, 13.383, 8.917], [17.525, 12.627, 9.754], [16.328, 12.759, 10.037], [18.387, 11.773, 10.249], [17.921, 10.628, 10.961], [18.144, 15.361, 8.249], [16.612, 14.645, 8.902], [17.166, 14.145, 7.301], [18.645, 9.936, 11.332], [17.168, 10.063, 10.430], [17.427, 10.915, 11.846], [7.350, 9.408, 9.962], [7.934, 8.173, 10.468], [8.692, 8.339, 11.557], [8.910, 9.348, 12.200], [9.158, 7.090, 11.796], [10.026, 6.904, 12.965], [6.331, 9.135, 9.663], [7.865, 9.771, 9.048], [7.507, 10.114, 10.762], [10.127, 5.845, 12.893], [9.438, 7.165, 13.842], [10.952, 7.401, 12.760], [11.204, 16.475, 10.885], [12.035, 15.411, 10.442], [12.486, 15.551, 9.230], [12.253, 16.439, 8.497], [13.215, 14.403, 9.067], [13.649, 14.188, 7.761], [11.604, 17.463, 10.939], [10.721, 16.147, 11.760], [10.316, 16.594, 10.261], [13.007, 14.602, 6.985], [13.866, 13.174, 7.500], [14.586, 14.784, 7.574], [15.009, 17.355, 10.280], [16.120, 16.559, 11.697], [15.381, 15.384, 12.271], [16.377, 14.582, 13.735], [16.396, 17.260, 12.518], [17.080, 16.254, 11.245], [15.232, 14.653, 11.476], [14.463, 15.669, 12.734], [10.146, 10.595, 16.115], [9.019, 11.350, 14.748], [7.601, 10.983, 15.039], [6.562, 11.871, 13.670], [9.385, 10.997, 13.780], [9.186, 12.409, 14.818], [7.262, 11.278, 15.991], [7.488, 9.882, 14.953], [11.334, 11.542, 9.133], [11.497, 11.616, 11.074], [12.677, 12.549, 11.449], [12.974, 12.511, 13.383], [11.701, 10.631, 11.444], [10.606, 11.977, 11.560], [12.483, 13.571, 11.247], [13.594, 12.141, 11.012], [8.071, 14.265, 10.628], [7.924, 13.636, 8.808], [9.105, 14.235, 8.089], [8.966, 13.846, 6.186], [6.908, 13.970, 8.490], [7.972, 12.554, 8.820], [9.990, 13.867, 8.555], [9.041, 15.301, 8.215]], "forces_ev_per_a": [[2.08, 0.60, -0.19], [0.38, 0.28, 0.35], [0.37, -0.97, -1.25], [-1.75, 0.62, -0.16], [-0.76, -0.55, 1.73], [0.00, -0.23, -1.73], [-1.75, -0.21, 0.34], [-0.02, -0.78, 0.20], [0.19, 0.22, 0.14], [0.11, 0.32, 0.56], [0.74, 0.45, -0.21], [0.34, 0.11, 0.24], [1.12, 0.38, -0.39], [0.38, -0.77, 0.73], [-1.17, 0.78, -1.00], [0.59, -0.54, 0.79], [0.34, -0.08, -0.36], [1.20, 1.18, 0.70], [0.66, 0.35, 0.87], [-1.24, -0.06, 0.46], [-0.50, -0.82, -1.32], [-0.14, 0.08, 0.41], [-1.06, -1.05, -0.53], [-0.23, 0.53, -0.37], [-0.52, 0.26, -0.87], [0.29, 0.57, -0.37], [-1.93, 0.43, 0.76], [1.96, -0.60, -0.48], [0.90, -1.33, 0.21], [-1.44, -0.03, 0.14], [-0.23, -0.76, 0.12], [-0.08, 0.33, 0.06], [0.39, 0.29, 0.62], [1.37, 0.10, -0.60], [0.18, -0.02, -0.57], [-0.78, 0.82, 1.14], [0.40, -0.66, -0.54], [0.02, 1.29, -0.32], [0.42, -1.36, 0.12], [-0.13, -0.88, -0.58], [0.15, 1.17, 0.56], [-1.74, -0.07, -1.43], [0.13, 0.45, 0.50], [0.06, -0.48, 0.56], [-0.77, 0.60, -0.03], [0.51, -0.76, 0.48], [0.57, 0.32, 0.22], [0.45, 0.47, 0.49], [-1.78, -0.10, -0.93], [-0.88, 1.08, 1.89], [1.03, -2.64, 0.70], [0.03, 1.15, -1.73], [-0.60, 0.66, -0.57], [1.89, 1.89, -1.92], [1.08, 0.30, 0.24], [0.17, -0.33, 1.64], [0.24, -0.18, -0.72], [-0.66, -0.12, 0.30], [-0.12, -0.79, 0.62], [-0.50, -0.62, 0.36], [0.45, -0.02, 0.51], [1.06, 0.26, 0.71], [0.31, -0.31, -0.55], [0.23, -0.06, -0.21], [-0.59, 0.00, -0.91], [-0.59, 0.07, -0.04], [-0.11, -0.26, 0.37], [-0.71, 0.19, 0.02], [0.41, -0.34, 0.36], [0.50, 0.18, -0.17], [0.45, -1.50, -1.37], [-0.41, -0.03, -0.05], [-0.28, -0.10, 0.29], [-0.04, 0.45, -0.02], [-0.37, 0.59, 1.03], [-0.18, 0.76, -0.14], [-0.22, -0.08, 0.35], [1.10, 1.01, 0.89], [-0.25, -1.75, -0.14], [-0.20, -0.04, -0.02], [0.01, -0.55, -0.19], [-0.60, 0.15, -0.40], [0.08, 0.49, -0.44], [-0.12, 0.55, 0.01], [-0.02, -0.10, 0.63], [-0.86, 0.10, -0.21], [-1.43, 0.40, -0.08], [0.31, -0.07, 0.26], [1.05, -0.23, -0.10], [-0.05, -0.13, 0.08], [0.84, -0.36, -0.26], [0.24, 0.44, -0.30]]}

=====

| no. | energy (a.u.) | highest occupied orbital energy (eV) | LUMO level (eV) |
| --- | --- | --- | --- |
| 1 | -8018.08129 | -5.60 | -4.5 |
| 2 | -22624.68097 | -9.93 | 0.4 |